No. 1
Formula: C57H52BCaN10O4S2
Source: the OMol25 dataset
Level of theory: ωB97M-V with the def2-TZVPD basis set

- relative energy (zero: lowest compared OMol25 entry of this formula, charge and spin) (kcal/mol) = 81.23
- total energy (hartree) = -4550.87951
- E_LUMO (eV) = 1.54
- maximum force (eV/A) = 1.04
- frontier orbital gap (eV) = 4.45
- charge = -1

Last column: Löwdin charge in e.
Geometry (Å):
H  5.332  -1.441  3.077  0.087
H  4.178  -0.896  1.830  0.072
C  -6.057  3.883  -3.457  -0.158
C  2.156  -2.766  -5.454  0.034
H  -1.559  3.894  -1.634  0.101
N  1.431  -2.402  4.348  -0.028
H  -0.119  -1.702  -6.733  0.091
C  -0.193  -7.137  -0.809  -0.136
H  -3.973  6.090  -4.564  0.099
H  2.806  -5.629  -0.402  0.091
C  1.967  3.443  -6.356  -0.094
H  1.010  2.580  -3.221  0.113
H  -2.670  -3.314  4.245  0.120
H  -0.670  -8.098  -0.669  0.080
C  1.700  -3.340  -1.362  -0.300
N  -1.092  -1.919  3.900  0.009
C  3.462  -1.606  -1.455  -0.071
C  5.401  -3.467  -1.989  -0.125
N  1.286  1.565  0.191  -0.006
H  -2.285  2.603  -5.909  0.112
H  -4.634  -1.270  -1.397  0.094
C  -3.299  -3.591  0.413  -0.119
H  1.594  -0.094  -2.693  0.154
C  0.768  -0.533  -3.257  -0.212
C  -3.200  0.871  -2.030  -0.142
C  0.801  3.835  -0.302  -0.085
N  -1.262  0.758  -0.473  0.014
C  0.405  2.468  -0.280  -0.215
H  1.999  -3.820  -5.683  0.097
C  4.424  -1.695  2.532  -0.036
C  2.797  3.335  0.639  -0.143
H  6.807  -1.822  -2.038  0.077
C  3.044  -2.963  -1.535  -0.191
H  -4.231  -1.246  3.270  0.116
H  1.096  2.672  -8.158  0.100
C  -0.906  -6.034  -1.260  -0.122
C  -0.317  -2.224  -5.798  0.035
H  3.872  -4.925  -1.947  0.090
H  0.116  4.582  -0.685  0.104
C  5.781  -2.129  -1.895  -0.142
H  2.737  -0.838  -1.209  0.066
C  -0.841  1.014  -4.260  -0.176
C  4.097  -3.877  -1.820  -0.051
C  -2.403  -2.331  3.908  -0.089
C  -3.857  3.253  -2.724  -0.165
N  1.959  4.256  0.134  0.070
C  0.257  -1.879  -2.695  -0.255
O  0.771  -2.234  -1.412  -0.205
N  -4.205  -2.978  -0.324  0.092
H  -1.964  -6.128  -1.482  0.092
H  -3.511  -4.590  0.777  0.109
H  -1.164  -1.743  -5.309  0.086
C  -2.689  -1.140  -0.480  -0.190
C  1.158  -6.955  -0.530  -0.117
S  0.315  0.356  3.155  0.583
C  -2.915  2.350  -2.036  -0.127
H  -0.205  -3.974  4.069  0.069
C  -3.173  -1.321  3.436  -0.064
C  -0.877  2.031  -0.756  -0.259
C  2.214  -1.888  5.356  -0.080
C  -2.341  0.227  -0.966  -0.196
C  0.121  1.847  -5.022  -0.151
C  -4.878  0.522  -5.114  -0.091
N  -2.315  -0.292  3.133  -0.130
C  0.153  1.867  -6.411  -0.036
C  -0.300  -4.808  -1.445  -0.051
O  0.611  -2.811  -3.657  0.042
C  -4.385  -0.118  -4.055  -0.056
C  -1.763  2.838  -1.520  0.022
H  2.687  4.062  -6.876  0.097
H  2.953  -2.683  -4.717  0.094
H  -0.834  -1.819  -2.574  0.149
C  4.772  -1.211  -1.628  -0.124
H  -5.866  0.279  -5.485  0.098
H  -2.527  -0.755  -3.280  0.131
C  1.081  -4.598  -1.193  -0.190
H  -7.123  3.680  -3.490  0.099
O  1.154  -0.786  -4.554  0.042
N  -5.639  4.977  -4.087  0.046
H  5.005  -0.154  -1.543  0.093
H  2.649  4.015  -4.403  0.103
N  3.361  -1.874  3.497  -0.126
H  2.443  -2.245  -6.366  0.092
C  2.146  -2.381  3.210  -0.745
H  -2.354  1.791  3.298  0.084
C  1.776  -5.736  -0.704  -0.061
C  3.418  -1.558  4.838  -0.058
C  -2.069  -2.998  0.722  -0.111
H  -3.797  1.023  2.581  0.090
H  1.834  -1.797  6.355  0.111
C  -3.896  -1.761  -0.781  -0.066
H  -0.911  -3.996  -1.812  0.093
C  -4.328  5.211  -4.036  -0.158
Ca  0.375  -0.720  0.453  1.121
H  -5.659  2.129  -2.315  0.106
H  -0.572  -3.260  -6.017  0.095
S  1.704  -2.910  1.640  0.690
H  3.753  3.669  1.021  0.094
H  -2.363  4.642  -3.437  0.109
H  6.148  -4.221  -2.219  0.092
C  -2.845  1.809  -5.434  -0.040
C  -2.710  1.008  2.629  -0.036
C  -2.179  1.001  -4.410  -0.099
C  0.894  -2.169  -4.887  -0.532
H  -4.251  0.698  -1.764  0.112
H  -1.312  -3.506  1.309  0.104
C  -3.040  0.198  -3.461  -0.165
C  1.947  3.416  -4.969  -0.070
C  -1.047  -0.671  3.418  -0.730
C  2.452  2.006  0.670  -0.142
C  -4.118  1.580  -5.774  -0.082
H  4.299  -1.137  5.283  0.109
C  1.030  2.618  -4.303  -0.004
H  -0.218  -2.882  5.752  0.071
O  -0.335  0.384  -3.157  0.000
H  -2.299  1.182  1.635  0.061
C  -3.417  4.401  -3.386  -0.029
H  -4.977  -0.886  -3.570  0.101
H  -0.532  1.239  -6.965  0.118
N  -1.790  -1.785  0.292  0.036
H  3.123  1.258  1.080  0.099
H  4.569  -2.607  1.954  0.083
B  -0.014  -2.887  4.557  -0.456
C  1.070  2.665  -7.076  -0.078
H  1.741  -7.781  -0.137  0.092
C  -5.229  3.003  -2.781  -0.022
H  -4.603  2.188  -6.526  0.100

No. 2
Formula: C57H53N3O4PSZr
Source: the OMol25 dataset
Level of theory: ωB97M-V with the def2-TZVPD basis set

- relative energy (zero: lowest compared OMol25 entry of this formula, charge and spin) (kcal/mol) = 13.01
- total energy (hartree) = -3455.84915
- E_LUMO (eV) = 2.21
- maximum force (eV/A) = 1.72
- frontier orbital gap (eV) = 5.71
- charge = -1

Last column: Löwdin charge in e.
Geometry (Å):
C  1.686  -1.677  -3.886  -0.141
C  1.502  -1.288  1.792  -0.469
H  -2.970  3.458  -0.208  0.116
C  1.788  -2.933  -3.019  -0.376
C  5.273  1.067  -0.449  -0.084
N  0.446  -2.008  2.039  0.078
H  -4.798  -0.486  2.138  0.108
N  -0.431  -1.938  0.951  -0.080
C  4.375  -0.846  4.918  -0.105
H  5.740  0.361  -1.124  0.104
C  -6.107  -0.659  0.446  -0.080
N  0.866  -0.059  -2.220  -0.193
C  -0.205  2.527  -3.636  -0.082
H  1.673  1.124  -6.551  0.096
C  3.775  -0.660  2.597  -0.010
H  -1.340  1.530  4.764  0.089
Zr  0.004  -0.143  -0.480  1.605
C  2.018  -1.927  -5.214  -0.094
H  3.240  2.576  -4.038  0.084
C  5.401  2.565  1.426  -0.098
C  -2.446  -1.680  -4.141  -0.043
C  -3.792  5.037  -1.430  -0.072
C  0.665  2.314  1.585  -0.421
C  0.086  2.855  3.854  -0.112
H  0.703  -4.768  -2.619  0.076
C  -5.251  0.165  -1.641  -0.076
H  2.596  -3.514  -3.478  0.117
C  1.662  0.326  -5.815  -0.088
C  2.508  -1.155  2.882  -0.127
H  5.692  -0.124  3.382  0.094
H  0.838  8.125  -0.970  0.093
C  -2.452  -2.971  0.070  -0.145
C  1.391  4.356  -0.232  -0.347
H  -4.595  6.395  -2.883  0.101
H  1.133  2.591  -5.273  0.112
C  3.301  2.253  0.277  -0.357
C  -3.775  3.171  -3.492  -0.083
H  1.179  -1.850  4.402  0.104
C  -0.922  0.974  2.733  -0.152
H  -3.792  5.769  -0.633  0.105
H  1.240  -2.366  -1.077  0.017
C  2.300  2.748  -3.509  -0.066
H  -2.972  0.590  0.845  0.093
H  -1.474  -3.345  1.968  0.123
H  -2.404  -0.614  -4.361  0.073
C  -3.904  0.308  0.367  -0.052
C  -3.337  3.754  -1.183  -0.058
C  4.708  -0.513  3.613  -0.083
H  -3.730  2.442  -4.292  0.111
C  -0.222  1.226  1.539  -0.253
H  -6.897  -1.142  1.007  0.101
C  3.920  1.347  -0.581  -0.111
C  0.809  3.131  2.708  -0.109
H  -0.301  -3.325  -2.569  0.056
H  2.168  3.824  -3.364  0.073
C  2.139  -2.738  -1.556  -0.085
H  -1.596  0.120  2.792  0.076
C  1.995  -0.961  -6.199  -0.129
C  3.106  -1.328  5.207  -0.095
C  -3.456  -2.582  -2.110  -0.223
H  2.307  -2.942  -5.475  0.101
H  -0.252  3.604  -3.444  0.082
C  -2.452  -2.252  -1.147  -0.297
O  1.731  -0.653  0.691  -0.225
H  -1.034  2.264  -4.301  0.070
H  2.256  -1.194  -7.224  0.081
C  6.015  1.677  0.552  -0.105
C  1.284  -0.359  -3.476  -0.280
H  2.416  -3.687  -1.090  0.084
H  -3.413  -4.454  1.291  0.103
H  -5.200  -4.921  -0.370  0.091
C  -4.245  5.387  -2.697  -0.082
H  -1.096  6.652  -0.475  0.090
C  -6.270  -0.427  -0.915  -0.075
H  3.121  7.167  -1.018  0.097
S  -2.733  1.184  -1.952  1.064
H  -0.312  2.005  -2.691  0.013
H  2.838  -1.576  6.227  0.094
H  -5.346  0.310  -2.710  0.116
H  0.193  3.480  4.733  0.089
H  3.470  4.777  -0.568  0.099
C  -4.419  -3.516  -1.801  -0.017
H  5.101  -0.722  5.713  0.092
C  2.269  6.537  -0.790  -0.096
H  -7.180  -0.733  -1.414  0.104
C  -4.932  -0.292  1.082  -0.059
C  -0.090  6.247  -0.483  -0.090
C  0.992  7.073  -0.765  -0.106
C  -3.337  2.836  -2.222  -0.362
C  -4.083  0.528  -0.984  -0.351
H  3.327  0.841  -1.336  0.082
H  0.219  -3.978  -4.130  0.076
C  -4.428  -4.192  -0.576  -0.108
C  1.127  2.145  -4.272  -0.376
P  1.518  2.546  -0.006  1.090
O  -1.610  -1.294  -1.390  -0.254
H  -4.577  4.738  -4.716  0.103
C  -0.779  1.764  3.865  -0.111
C  2.468  5.186  -0.530  -0.092
H  4.015  -0.383  1.582  0.097
O  -3.587  -1.925  -3.305  -0.108
C  2.175  -1.484  4.194  -0.032
C  -1.429  -2.743  1.060  -0.064
H  -1.512  -1.964  -3.678  0.063
H  1.469  3.993  2.684  0.092
H  2.375  2.280  -2.532  0.014
O  -1.645  1.390  -0.926  -0.636
C  0.108  4.904  -0.223  -0.092
H  7.070  1.455  0.657  0.096
C  1.333  0.653  -4.509  -0.147
H  3.579  3.544  1.972  0.097
H  -5.179  -3.710  -2.548  0.116
C  0.527  -3.800  -3.098  -0.062
H  5.972  3.031  2.220  0.098
C  -4.239  4.460  -3.726  -0.076
C  -3.442  -3.931  0.342  -0.066
H  2.924  -2.003  -1.385  0.078
H  -0.738  4.261  -0.010  0.091
H  -2.593  -2.238  -5.069  0.091
C  4.052  2.852  1.286  -0.092

No. 3
Formula: C57H54CdN7O8P2
Source: the OMol25 dataset
Level of theory: ωB97M-V with the def2-TZVPD basis set

- relative energy (zero: lowest compared OMol25 entry of this formula, charge and spin) (kcal/mol) = 0.00
- total energy (hartree) = -4040.13710
- E_LUMO (eV) = 2.03
- maximum force (eV/A) = 1.16
- frontier orbital gap (eV) = 7.20
- charge = -1

Last column: Löwdin charge in e.
Geometry (Å):
C  -3.708  -0.420  0.066  -0.372
H  -1.470  2.624  1.895  0.098
H  -4.546  -1.334  -5.826  0.126
C  0.014  1.272  4.521  -0.078
H  -1.896  -2.693  7.794  0.091
C  -6.090  -0.334  0.453  -0.085
C  1.192  1.560  5.194  -0.091
C  -4.929  1.636  -0.269  -0.075
H  -2.255  3.766  0.804  0.106
H  2.361  5.402  3.293  0.099
C  4.708  -2.938  1.733  -0.095
C  3.668  0.982  -1.036  -0.459
H  3.693  2.620  1.622  0.084
N  4.421  0.441  -2.034  -0.073
O  -4.226  -3.223  -7.280  0.033
H  3.808  -0.062  -3.975  0.092
H  0.381  -2.281  6.887  0.100
C  -1.323  -2.287  3.943  -0.227
C  3.819  -3.331  -0.459  -0.071
C  -1.522  -2.648  -5.036  0.057
H  1.325  3.442  -5.276  0.078
H  -0.805  -5.545  -2.092  0.109
H  2.336  2.400  0.488  0.061
H  1.158  2.096  6.134  0.100
H  3.870  -3.808  -1.430  0.109
O  0.570  -1.474  -2.327  -0.210
C  0.212  -2.135  -3.361  -0.626
C  -1.269  5.750  2.065  -0.050
C  -2.756  -2.500  -5.683  -0.162
C  -3.831  -4.101  -2.509  -0.074
C  1.026  1.885  -3.726  -0.188
H  1.354  0.963  -4.184  0.096
H  1.302  3.570  2.031  0.086
H  3.533  -1.731  3.039  0.085
C  -3.611  -1.480  -5.307  0.067
C  2.744  -2.508  -0.166  -0.101
C  2.452  0.501  3.435  -0.114
H  0.049  -3.024  1.136  0.068
H  -4.901  -2.078  0.766  0.108
C  -6.110  1.003  0.079  -0.086
H  -0.855  0.379  2.782  0.095
C  0.746  4.473  2.238  -0.036
Cd  -0.004  0.313  -1.214  1.345
H  5.935  2.845  0.448  0.120
H  5.501  3.475  -1.147  0.126
P  1.119  -0.858  1.260  1.058
H  5.477  -3.111  2.476  0.097
H  -2.293  5.848  1.723  0.107
C  -2.598  -2.543  4.475  -0.032
H  -2.957  -5.912  -3.260  0.103
H  3.329  1.451  5.150  0.100
C  -2.795  -2.681  5.840  -0.102
C  0.478  4.003  -3.303  -0.075
C  -1.446  -3.727  -1.166  -0.105
H  1.080  7.468  3.791  0.095
C  -3.648  -2.970  -1.728  -0.083
H  7.374  1.969  -1.475  0.113
C  6.416  1.529  -1.198  -0.157
C  -2.284  -2.115  1.705  -0.293
C  -0.674  6.791  2.765  -0.096
C  5.533  2.566  -0.530  -0.176
H  -4.940  2.678  -0.562  0.106
O  -5.368  0.248  -4.217  0.033
C  1.344  5.510  2.938  -0.083
H  4.398  -1.422  -2.996  0.088
H  5.527  1.851  -3.135  0.131
H  -7.048  1.543  0.052  0.100
H  6.593  0.696  -0.513  0.121
N  -4.178  0.425  -3.957  -0.343
C  2.408  1.201  4.635  -0.088
H  -0.487  -3.567  -0.689  0.085
N  4.199  2.039  -0.338  -0.074
C  1.012  3.169  -4.280  -0.114
H  -3.795  -2.881  6.205  0.098
H  -4.764  -4.234  -3.042  0.107
H  0.300  5.066  -3.364  0.091
P  -2.090  -1.291  -0.006  1.066
H  -3.456  -2.658  3.830  0.093
H  3.376  3.833  0.361  0.096
C  -2.462  -2.781  -1.021  -0.355
C  -0.259  -2.210  4.859  -0.040
C  0.630  6.667  3.218  -0.106
N  -1.126  -2.110  2.580  -0.189
C  -1.737  -2.584  6.729  -0.120
H  6.269  0.252  -2.933  0.122
C  -2.820  -5.043  -2.629  -0.082
C  5.686  1.024  -2.429  -0.167
H  -0.837  -3.418  -5.363  0.127
C  3.821  -0.496  -2.971  -0.026
O  -1.862  -0.174  -2.432  -0.214
O  -3.753  1.463  -3.488  0.075
C  -0.392  3.576  -0.967  -0.142
H  5.679  -4.142  0.245  0.097
C  0.058  0.580  3.325  -0.130
H  3.409  0.253  2.995  0.090
H  -0.722  4.621  -0.915  0.134
C  -0.467  -2.355  6.217  -0.095
C  2.639  -1.881  1.078  -0.362
H  1.983  -2.330  -0.920  0.071
C  0.164  -2.345  1.988  -0.293
N  0.545  1.892  -2.476  -0.077
C  1.272  0.129  2.797  -0.362
H  -2.650  -3.140  1.554  0.106
N  -3.137  -3.388  -6.738  -0.368
C  -4.897  -1.037  0.463  -0.118
C  -2.047  -0.823  -3.500  -0.303
C  3.354  2.764  0.591  -0.047
O  2.559  0.529  -0.743  -0.116
H  0.816  -2.839  2.706  0.087
O  -2.368  -4.286  -7.055  0.044
C  0.209  3.191  -2.191  -0.352
H  -1.232  7.699  2.960  0.097
C  4.820  -3.526  0.482  -0.096
H  -4.430  -2.226  -1.694  0.101
C  3.615  -2.136  2.039  -0.098
H  0.744  -2.004  4.513  0.095
C  -0.578  4.568  1.819  -0.216
C  -3.737  0.926  -0.285  -0.106
O  0.907  -3.003  -3.894  0.004
H  -2.825  1.402  -0.617  0.070
C  -1.156  -1.851  -3.987  -0.045
H  -7.014  -0.835  0.718  0.100
H  2.801  -0.723  -2.672  0.057
H  -0.933  1.585  4.941  0.111
N  -0.538  2.802  0.048  -0.011
C  -1.281  3.403  1.152  -0.204
H  -3.064  -1.534  2.192  0.067
C  -3.255  -0.636  -4.282  -0.074
C  -1.620  -4.845  -1.964  -0.069